Molecular formula: C2H7NO3
Method: DFT, ωB97M-V/def2-TZVPD

## Properties
Energy relative to the best compared isomer or geometry (same formula, charge and spin): 78.4 kJ/mol
Molar mass: 93.08 g mol⁻¹
Energy: -360.88380 Eh
HOMO energy: -9.83 eV
Orbital gap: 0.3780 Ha

Structure (ORCA input):
```
! RIJCOSX wB97M-V def2-TZVPD def2/J DEFGRID3
* xyz 0 1
O 1.83267 -0.56486 -0.24463
O -0.12448 0.51037 -0.15669
O -4.94371 -2.21044 -3.47397
N 2.60853 1.25875 1.88996
C 1.07324 0.14314 0.35314
C 1.29155 0.66157 1.77099
H 0.45673 1.32882 2.00341
H 2.74670 2.00488 1.22249
H 1.24100 -0.24890 2.36818
H -4.05814 -2.23297 -3.08942
H -0.10542 0.17887 -1.07120
H -4.74980 -2.50790 -4.37300
H 2.73114 1.67867 2.80074
*
```

Charges obtained by Löwdin population analysis, quoted in units of e: 0.111, 0.093, -0.066, 0.010, -0.530, -0.194, 0.113, 0.075, 0.127, 0.032, 0.126, 0.034, 0.069


Molecular formula: C6H9N3
Method: DFT, ωB97M-V/def2-TZVPD

## Properties
Energy relative to the best compared isomer or geometry (same formula, charge and spin): 239.7 kJ/mol
Molar mass: 123.16 g mol⁻¹
Energy: -398.18415 Eh
HOMO energy: -7.63 eV
Orbital gap: 0.3104 Ha

Structure (ORCA input):
```
! RIJCOSX wB97M-V def2-TZVPD def2/J DEFGRID3
* xyz 0 1
N 0.18399 -1.77530 -1.01526
N -1.05051 -0.48231 0.24886
N -0.07318 1.66821 0.15265
C 0.86813 -0.64935 -0.95615
C -0.95988 -1.67356 -0.29730
C -0.71170 1.37774 1.47070
C 0.13681 0.23447 -0.09547
C 2.15646 -0.59891 -1.71969
C -1.80713 0.46228 1.02208
H 2.89709 -1.01274 -0.95459
H -2.59866 0.89597 0.35650
H 2.39431 -1.07344 -2.61214
H 0.03495 0.57239 2.11536
H -1.13411 2.23641 2.16216
H -1.69763 -2.52299 -0.04156
H 0.90093 2.23791 0.21755
H 2.71541 0.38069 -1.85348
H -2.25530 -0.27746 1.79976
*
```

Charges obtained by Löwdin population analysis, quoted in units of e: 0.064, -0.074, 0.014, -0.309, -0.165, -0.242, -0.216, -0.051, -0.178, 0.093, 0.139, 0.038, 0.180, 0.142, 0.146, 0.180, 0.083, 0.156


Molecular formula: C8H10N2S
Method: DFT, ωB97M-V/def2-TZVPD

## Properties
Energy relative to the best compared isomer or geometry (same formula, charge and spin): 291.7 kJ/mol
Molar mass: 166.25 g mol⁻¹
Energy: -818.40358 Eh
HOMO energy: -7.17 eV
Orbital gap: 0.1957 Ha

Structure (ORCA input):
```
! RIJCOSX wB97M-V def2-TZVPD def2/J DEFGRID3
* xyz 0 1
S 1.67652 1.94094 0.40182
N 0.07864 0.06243 1.40609
N -0.69161 -1.68209 -1.75404
C -0.62437 -0.25080 0.24340
C -2.34081 0.02370 -1.53488
C 1.77109 0.95422 2.94232
C 1.04433 0.87685 1.55615
C -0.00625 -1.09355 -0.79910
C -1.80218 -1.15564 -2.15683
C 1.47660 -0.98120 -0.88911
C -1.76487 0.36864 -0.19817
H 2.66063 1.60116 2.97239
H -2.27622 -1.70526 -2.91540
H -2.25610 0.95909 -2.24762
H 1.03025 1.39887 3.67536
H 2.10065 0.02655 3.38849
H -2.01270 1.36256 0.21092
H -3.43839 -0.05762 -1.41074
H 1.90128 -1.33076 0.07337
H 1.85021 -1.46237 -1.91062
H 1.62330 0.14427 -1.05378
*
```

Charges obtained by Löwdin population analysis, quoted in units of e: 0.532, 0.036, 0.151, -0.248, -0.162, -0.133, -0.906, -0.204, -0.075, -0.045, 0.039, 0.045, 0.112, 0.188, 0.083, 0.050, 0.138, 0.142, 0.105, 0.130, 0.018


Molecular formula: C29H41Cl36F3NO2
Method: DFT, ωB97M-V/def2-TZVPD

## Properties
Energy relative to the best compared isomer or geometry (same formula, charge and spin): 0.0 kJ/mol
Molar mass: 1768.95 g mol⁻¹
⟨S²⟩: 1.76
Energy: -18201.07858 Eh
HOMO energy (alpha / beta): -8.40 / -8.19 eV
Orbital gap (alpha / beta): 0.3089 / 0.2942 Ha

Structure (ORCA input):
```
! RIJCOSX wB97M-V def2-TZVPD def2/J DEFGRID3
* xyz 0 2
Cl 0.61833 6.79031 -1.07660
Cl -2.54257 -5.23594 -1.09581
Cl 2.17184 7.73687 -8.33822
Cl 9.19324 2.10449 7.90257
Cl 6.87524 -1.47103 -5.29482
Cl 0.39712 5.86916 -6.99874
Cl 4.97952 4.69488 2.42827
Cl 0.81175 -2.09073 6.29591
Cl 7.91155 -4.10490 -4.64475
Cl -1.66802 -6.78386 1.20001
Cl -0.24871 7.54825 -3.73653
Cl 9.43240 4.97660 7.53355
Cl 0.32713 -0.85775 8.88065
Cl 0.62395 -1.73159 -6.30701
Cl -1.57589 -2.99553 -7.73256
Cl -1.07107 -7.70915 -1.49217
Cl 5.05703 6.80049 4.42066
Cl 3.35481 -2.28369 -4.65970
Cl -0.72806 3.77057 -2.05122
Cl 5.42789 2.68734 5.15895
Cl -2.08993 -1.39161 -5.36503
Cl 3.22837 3.18406 6.99424
Cl -2.96249 3.20726 -0.28814
Cl 7.27050 6.46982 2.56848
Cl 3.04664 1.03384 5.04533
Cl 1.66330 -0.14178 -3.63411
Cl 0.32638 -9.84380 -5.55907
Cl -2.27513 -8.82451 -4.76847
Cl 2.55856 7.71345 -3.02363
Cl -3.18429 5.29643 -2.29878
Cl 3.19300 6.02708 -6.22590
Cl 6.14142 -3.76136 -6.92214
Cl -0.56827 0.47100 6.46217
Cl 2.98649 -1.95590 -1.79739
Cl -0.81072 -10.62227 -3.00190
Cl 9.29562 3.22131 5.22230
F 2.57691 0.94984 2.11366
F 0.03968 2.72485 1.21289
F 3.05195 1.99091 0.24616
O -3.96735 -1.03911 4.11975
O -3.95490 -1.81663 -2.00730
N -3.59264 -1.24522 2.91329
C -0.51856 -0.59321 0.81739
C -1.88378 -1.21635 0.44807
C 0.66780 -0.56398 7.17526
C -3.50493 -0.00249 2.10774
C -1.76890 -1.68649 -1.03835
C -0.10225 0.63987 -0.04017
C 0.90278 7.87196 -2.44020
C 3.09780 -1.12756 -3.35195
C -1.16250 -10.18663 -4.67842
C 5.52759 6.33278 2.78462
C 0.68896 1.62280 0.73889
C -2.73554 -1.08022 -2.04980
C -1.29063 -6.30177 -0.45560
C 1.79656 6.92698 -6.81667
C -2.51984 -2.26174 2.78409
C 7.40876 -3.02306 -5.94188
C -1.06013 -1.59499 -6.79058
C 3.68135 2.64208 5.37752
C -2.10398 -2.46989 1.32039
C 2.08065 1.51242 1.01617
C 8.76401 3.47887 6.88540
C -3.08381 -0.29133 0.65789
C -2.64278 1.09342 2.78315
C -5.12554 -1.04871 -2.24944
C -1.33896 -1.95667 3.73404
C -6.33832 -1.83278 -1.74288
C -4.94633 0.54824 2.02276
C -2.10263 4.45938 -1.18701
C -3.10965 -3.61005 3.26638
H -2.88628 -3.05178 0.82396
H -1.16424 -0.71365 -7.40933
H -5.22393 -0.83380 -3.32016
H -6.87828 -1.27688 -0.97272
H -0.75469 -1.52953 -1.41947
H 0.21473 -1.38809 0.63994
H 1.61618 -0.04808 7.10679
H -5.00536 1.32052 1.25324
H -1.94885 -2.76281 -1.10960
H -1.76096 1.36234 2.20280
H -5.62215 -0.27365 1.76665
H -2.90462 -0.00548 -1.92263
H 8.26350 -2.84235 -6.57971
H -3.57719 -4.15697 2.44406
H -1.64010 -11.03720 -5.14583
H 0.75699 8.88961 -2.10330
H 7.68517 3.56795 6.88117
H -0.36056 -5.74831 -0.43717
H -1.19552 -3.08101 1.28956
H -2.30325 -1.21428 -3.04817
H 3.95395 -0.46648 -3.31827
H -0.44875 -0.33766 1.87369
H 1.55104 7.68422 -6.08273
H -2.32415 -4.24882 3.67513
H -5.26159 0.93256 2.99278
H -0.47615 -2.55871 3.43764
H -5.05312 -0.10090 -1.70245
H 0.54894 0.29717 -0.85085
H -3.86288 -3.44254 4.03615
H -1.61861 -2.27917 4.73608
H -3.95865 -0.71254 0.15557
H -1.05329 -0.90686 3.75208
H 3.24370 3.32492 4.65943
H 5.04619 7.00842 2.09037
H -2.88058 0.67905 0.19831
H -3.23103 2.00807 2.88538
H -1.72859 5.18227 -0.47409
H -0.96376 1.12624 -0.50387
H -7.05306 -2.05386 -2.53688
H -6.00743 -2.76819 -1.28838
H -2.33052 0.81290 3.78917
*
```

Löwdin atomic charge list, values in e, 99 entries: 0.541, 0.588, 0.529, 0.527, 0.509, 0.514, 0.519, 0.557, 0.528, 0.534, 0.539, 0.525, 0.534, 0.500, 0.532, 0.508, 0.523, 0.499, 0.535, 0.522, 0.581, 0.541, 0.600, 0.533, 0.586, 0.520, 0.525, 0.521, 0.537, 0.537, 0.511, 0.519, 0.544, 0.533, 0.503, 0.513, 0.072, 0.033, 0.114, -0.005, -0.170, -0.121, -0.108, -0.377, -1.557, -0.437, -0.093, -0.122, -1.523, -1.527, -1.551, -1.547, -0.181, -0.224, -1.535, -1.577, -0.439, -1.555, -1.527, -1.538, -0.087, -0.274, -1.572, -0.084, -0.004, -0.267, -0.070, -0.059, -0.031, -1.543, -0.024, 0.096, 0.013, 0.117, 0.067, 0.109, 0.123, -0.048, 0.076, 0.052, 0.055, 0.089, 0.117, 0.010, 0.072, 0.009, 0.014, -0.026, 0.013, 0.131, 0.021, 0.011, 0.097, -0.035, 0.083, 0.084, 0.086, 0.105, 0.086


Among the records above, which one has the lowest energy relative to the best compared isomer or geometry (same formula, charge and spin)?
C29H41Cl36F3NO2


The highest energy belongs to which entry?
C2H7NO3


energy relative to the best compared isomer or geometry (same formula, charge and spin) of number 3 (C8H10N2S)?
291.7 kJ/mol